The following is a DFT calculation (the ωB97M-V functional and the def2-TZVPD basis) of 11 unconnected molecules or ions with the total composition C36H84BO18 at a distorted geometry.

Atoms and positions in Å:
H -1.234 1.843 -7.464
C -10.310 2.050 -4.585
C -0.187 3.530 -8.318
O 0.150 8.853 -1.266
H 2.180 8.646 -1.710
O 1.183 -0.644 4.897
O -5.121 -7.950 2.330
O -10.564 0.659 -4.796
H 0.394 1.915 -9.699
H 0.552 -6.494 -5.952
H -4.262 -9.471 1.305
H -9.829 2.272 -3.632
O 5.841 -4.312 3.456
C 5.284 -5.054 2.375
C 1.823 10.516 -0.742
O 2.031 -7.969 -5.936
H 3.747 -5.958 3.543
H -1.092 2.809 -10.212
O -9.207 1.217 4.596
H 7.799 6.900 -2.956
H -10.091 1.171 4.225
O -0.940 -0.422 0.878
C 7.088 3.638 -0.399
H -3.219 7.428 5.470
H 3.222 -6.556 -6.876
H -8.852 0.031 -5.825
C -8.478 2.323 2.566
O -2.541 -1.071 2.479
H 1.407 11.227 -1.455
H 6.750 -4.695 12.881
H 7.336 -5.674 1.680
H 7.184 -6.900 8.550
H 5.067 -4.065 3.967
H -6.932 -8.230 0.386
H -7.643 2.417 4.601
H 8.209 -5.676 8.904
C -0.479 2.562 -7.148
H -1.874 7.625 -2.502
C -6.408 -9.082 0.819
C -2.720 9.175 5.504
O -0.040 2.060 4.640
C 1.917 -6.387 -4.209
C 6.412 -5.198 1.351
O 1.124 4.204 -8.185
O -0.208 -1.195 3.186
H -8.714 0.053 -4.075
C -9.394 -0.161 -4.900
H 7.064 -4.213 10.511
H -10.410 -1.844 -5.807
C -9.817 -1.637 -4.916
O -3.728 8.240 5.528
H -0.409 7.299 0.045
H 5.766 2.633 1.070
H 0.337 -7.661 -4.838
O -4.086 -2.001 1.106
H 4.615 -4.421 1.792
C -9.575 2.670 -5.845
C 0.292 -0.415 4.141
H -1.963 9.008 4.738
H 1.843 8.563 -0.002
H 0.433 1.984 -7.000
H -2.323 8.287 -0.862
O 6.925 4.429 -1.544
H -2.355 9.305 6.523
H 9.504 -7.751 8.729
C 3.138 -8.315 -8.050
C 8.859 -7.546 9.583
H 1.354 -6.073 -3.331
H 0.236 6.787 -1.408
H 5.018 -4.447 12.344
O -2.046 -1.261 -0.962
C -1.781 7.524 -1.421
C 5.728 3.405 0.302
H 7.617 2.758 -0.766
C 5.942 -5.012 12.221
H 5.664 -5.167 10.104
H -0.914 4.339 -8.382
H -9.145 1.633 2.049
H -4.004 10.190 4.152
C 4.537 -6.299 2.874
H -4.051 10.829 5.811
H -4.530 -8.060 0.369
H 8.383 3.767 -2.797
H 9.390 -7.309 10.505
H -8.883 -2.184 -5.045
H -0.742 3.142 -6.263
H 2.723 -6.977 -3.772
C 8.121 4.701 -2.301
C 2.506 -7.354 -7.073
H 1.237 10.855 0.113
H -10.218 -1.980 -3.962
H -4.382 -8.004 2.941
H 4.052 -8.729 -7.623
H -2.733 11.253 4.696
H -8.530 2.357 -5.838
H -9.651 3.749 -5.713
C -0.305 1.011 3.957
H 8.987 4.958 -1.691
C -0.131 2.870 -9.702
H 8.550 -8.581 9.734
H -8.683 3.348 2.257
H 7.039 5.742 -4.026
C -3.007 -1.356 1.325
H 8.681 5.816 -3.993
O -1.144 0.952 2.901
C 7.842 5.866 -3.299
H -2.347 6.671 -1.047
B -1.207 -0.461 2.373
H 2.844 10.827 -0.522
H 3.408 -7.693 -8.903
H 5.406 4.385 0.655
H -9.263 3.230 4.492
C -0.378 7.593 -1.005
H 7.761 4.114 0.313
C -8.633 2.410 4.146
H -10.093 2.436 -6.775
C -1.939 -1.008 0.275
H -11.318 2.455 -4.493
H -6.272 -9.822 0.030
H 2.663 -9.221 -8.428
H -7.418 2.231 2.331
H 1.670 -7.062 -7.709
H 5.098 2.982 -0.480
C 7.812 -6.573 9.379
C -4.977 -8.661 1.160
H 1.852 3.610 -8.383
H 0.435 3.570 -10.317
H 3.886 -6.691 2.092
H 4.985 -7.100 3.461
H 2.449 -5.519 -4.599
H 6.054 -5.756 0.486
C 6.515 -5.115 10.783
C -3.401 10.455 5.020
C 1.162 -7.121 -5.302
C 1.546 9.061 -0.925
H -7.072 -9.329 1.648
H 6.690 -4.165 1.141
H 5.647 -6.007 12.554
O 7.240 -6.360 10.615

Calculated values
**Calculated total energy**: -76225.592 eV
**Orbital gap**: 9.24 eV
**Charge**: -1


The following is a DFT calculation (the ωB97M-V functional and the def2-TZVPD basis) of 7 unconnected molecules or ions with the total composition C36H84F4N7O11S4 at a distorted geometry.

Atoms and positions in Å:
H 0.639 -19.931 -4.792
O -0.995 -21.816 3.330
N -4.721 -18.080 3.186
C -0.047 -16.257 7.078
H -3.368 -18.873 -0.795
H -4.172 -17.762 7.593
F -4.882 -15.580 5.798
C -0.447 -14.818 7.299
C -4.346 -19.563 3.393
C -1.240 -17.403 8.937
H -0.400 -22.832 -4.957
O -5.658 -18.568 0.893
S -6.494 -15.537 5.733
C -4.198 -17.510 -3.766
C -0.919 -22.565 4.287
H -5.415 -17.734 3.834
H -1.726 -20.922 -2.023
H -5.284 -19.672 -2.766
C -3.544 -18.187 6.809
H 0.637 -18.503 5.140
H -3.470 -16.472 -2.148
C -8.179 -20.595 2.395
H -2.875 -22.173 5.246
O -1.678 -14.585 1.645
C -4.109 -17.349 -2.245
H -8.889 -19.013 0.918
H -12.413 -25.156 2.510
H -0.894 -19.642 7.483
H 0.139 -20.125 5.346
O -8.691 -15.368 3.604
H 1.578 -21.276 -5.554
C -0.192 -19.101 5.517
H 0.421 -24.090 4.129
O -6.822 -15.943 7.075
H -8.309 -22.003 3.788
H -1.850 -23.482 5.852
H 0.357 -14.164 6.962
N -10.360 -21.322 2.760
H 0.083 -22.301 -3.384
H 0.639 -23.222 5.584
H -2.098 -18.021 9.201
H -5.329 -15.623 2.222
O -3.174 -19.527 6.989
H -4.057 -19.745 4.428
C -1.668 -21.401 -4.115
C -0.392 -18.806 6.995
H -3.473 -19.668 2.749
H -11.672 -18.363 5.354
H -8.565 -20.594 0.260
C -5.186 -17.703 1.750
H -12.577 -19.658 3.436
H -11.351 -25.859 3.804
C -2.437 -17.115 6.615
H -3.707 -22.038 -1.745
H -2.085 -18.114 -1.806
H -3.973 -16.059 1.181
H 1.727 -22.774 2.911
H -10.709 -25.465 2.237
C -11.433 -25.144 2.986
F -1.149 -18.989 2.374
H -0.413 -17.700 9.582
H -5.201 -20.035 7.063
C -12.135 -20.205 4.268
C 1.695 -22.450 3.951
O 0.230 -16.987 2.082
H -2.270 -18.073 -4.308
C -5.036 -16.222 1.359
C 0.592 -20.915 -5.259
H -12.724 -21.083 4.534
H 0.112 -20.877 -6.237
H -4.058 -21.346 7.367
H -4.436 -20.823 -0.677
H -13.802 -18.014 6.417
H -5.170 -17.707 -4.220
N 0.468 -23.192 4.589
N -1.079 -17.421 7.396
H 2.639 -22.735 4.416
H -5.156 -20.126 2.928
H -1.317 -14.625 6.671
H -4.305 -18.033 6.044
H 0.791 -16.365 7.765
N -2.168 -16.955 3.052
C -1.844 -22.497 5.385
H -10.462 -23.480 4.067
H -9.990 -19.751 4.244
H -3.535 -19.218 -4.930
F -2.985 -14.644 3.682
H -14.321 -19.449 5.502
C -1.864 -20.385 -2.961
H -1.103 -19.605 -2.994
O -0.567 -14.994 3.803
H 1.456 -21.390 4.031
H -0.658 -14.602 8.347
H -5.804 -22.764 -2.441
C -0.271 -21.937 -4.348
H -2.844 -16.113 6.748
S -8.152 -16.486 4.333
C -4.251 -20.287 7.534
S -1.196 -17.423 1.927
O -6.737 -14.170 5.322
H -5.444 -15.841 0.422
C -4.517 -21.315 -1.647
S -1.674 -15.286 2.909
H -3.911 -16.610 -4.310
N -3.133 -19.554 -2.868
C -11.335 -23.652 3.437
H -13.841 -17.941 4.620
C -12.349 -19.214 5.437
H -5.813 -22.703 -0.726
H 0.608 -18.816 7.430
H 0.214 -16.346 6.023
C -3.204 -18.595 -4.099
C -4.431 -20.348 -2.810
N -6.478 -16.590 4.672
C -3.114 -18.474 -1.777
H -5.101 -17.201 -1.816
F -7.980 -17.553 3.024
H -10.800 -19.501 1.929
H -1.490 -16.370 9.179
H -1.524 -21.917 6.250
H -8.284 -19.801 3.134
H -3.916 -17.488 3.335
H -2.193 -22.353 -4.033
H -8.592 -22.607 2.128
O -8.983 -17.310 5.179
H -7.154 -20.644 2.028
H -1.166 -18.945 5.054
H -4.370 -20.878 -3.761
C -11.272 -22.571 2.325
H -12.256 -22.267 1.967
C -5.817 -22.062 -1.607
H -2.218 -16.991 5.554
H -2.139 -21.011 -5.017
O -1.756 -17.620 0.589
H -4.462 -20.079 8.583
C -10.337 -20.410 1.546
C -13.671 -18.574 5.491
C -8.889 -20.076 1.162
H -12.131 -19.593 6.435
H -10.832 -20.876 0.694
C -10.651 -20.613 4.167
H -10.289 -21.297 4.935
H -12.306 -23.577 3.927
H -10.782 -23.157 1.548
C -8.836 -21.828 2.850
H -6.788 -21.567 -1.576

Calculated values
**Multiplicity**: 2
**Calculated total energy**: -125833.521 eV
**Orbital gap (alpha / beta)**: 4.04 / 8.30 eV
**Charge**: +2


Which value of calculated total energy does entry 2 give?
-125833.521 eV


charge of number 1 (C36H84BO18)?
-1


Number 1 is which compound?
C36H84BO18


What is the calculated total energy in the second record?
-125833.521 eV